The following is a quantum chemistry calculation of 10 unconnected molecules or ions with the total composition C60H135N5O10 in a non-equilibrium geometry, from the OMol25 dataset.

Structure (XYZ):
```
210
Properties=species:S:1:pos:R:3
C -4.33 -3.53 4.71
C -3.99 -3.47 3.22
C -3.36 -4.74 2.61
O -5.21 -3.13 2.60
H -5.14 -4.24 4.85
H -4.57 -2.54 5.17
H -3.38 -3.85 5.18
H -3.26 -2.64 3.04
H -2.35 -4.92 2.95
H -3.34 -4.65 1.52
H -3.84 -5.67 2.94
H -4.95 -2.52 1.87
C -4.65 4.72 0.84
C -6.09 4.37 0.44
C -7.15 4.96 1.33
O -6.27 4.86 -0.90
H -4.58 5.79 1.03
H -3.92 4.50 0.05
H -4.48 4.14 1.75
H -6.13 3.27 0.43
H -8.17 4.88 0.94
H -6.86 6.01 1.37
H -7.15 4.59 2.37
H -7.09 4.51 -1.27
C -7.03 -1.56 -1.27
C -6.40 -2.10 -2.54
C -7.08 -1.48 -3.70
O -5.02 -1.79 -2.45
H -8.09 -1.80 -1.18
H -6.91 -0.49 -1.28
H -6.53 -1.93 -0.38
H -6.49 -3.22 -2.59
H -7.15 -0.38 -3.59
H -8.05 -1.96 -3.83
H -6.53 -1.67 -4.64
H -4.56 -2.23 -3.17
C -3.86 -2.52 -7.29
C -3.27 -2.02 -5.95
C -3.58 -0.53 -5.62
O -3.81 -2.78 -4.86
H -3.84 -3.61 -7.41
H -3.32 -2.03 -8.11
H -4.90 -2.21 -7.38
H -2.21 -2.07 -5.99
H -3.19 0.15 -6.44
H -3.12 -0.26 -4.70
H -4.69 -0.49 -5.50
H -3.42 -3.69 -4.79
C -1.64 7.13 -0.07
C -1.62 6.47 1.27
C -1.23 5.00 1.15
O -0.64 7.16 2.05
H -2.51 6.86 -0.66
H -0.79 6.90 -0.71
H -1.63 8.20 -0.07
H -2.64 6.48 1.69
H -1.94 4.49 0.55
H -1.20 4.56 2.16
H -0.25 4.82 0.69
H -0.29 6.72 2.82
C 1.38 5.65 -3.68
C 1.21 4.50 -2.66
C -0.25 4.41 -2.34
C -1.16 3.87 -3.47
C -0.62 2.46 -3.79
C 0.85 2.38 -4.16
N 1.62 3.11 -3.07
O 3.01 2.97 -3.41
C 1.35 0.86 -4.17
C 1.04 2.97 -5.65
C 1.97 4.77 -1.36
H 1.36 6.61 -3.15
H 0.63 5.63 -4.45
H 2.34 5.61 -4.16
H -0.39 3.84 -1.42
H -0.64 5.40 -2.13
H -1.18 4.46 -4.37
H -2.23 3.84 -3.15
H -1.22 1.93 -4.52
H -0.74 1.80 -2.91
H 1.47 0.49 -3.14
H 0.56 0.30 -4.69
H 2.36 0.67 -4.66
H 2.05 3.33 -5.90
H 0.80 2.27 -6.44
H 0.41 3.82 -5.80
H 1.63 4.11 -0.54
H 1.75 5.71 -0.94
H 3.03 4.52 -1.38
H 3.24 2.25 -2.86
C 5.69 0.86 3.23
C 5.70 0.23 1.85
C 4.26 -0.23 1.46
C 3.40 0.94 1.08
C 4.04 1.58 -0.16
C 5.39 2.21 0.12
N 6.20 1.10 0.75
O 7.51 1.58 1.13
C 6.20 2.50 -1.18
C 5.23 3.47 0.93
C 6.62 -1.02 1.81
H 5.13 1.80 3.32
H 6.71 0.96 3.58
H 5.31 0.02 3.88
H 4.29 -0.92 0.62
H 3.83 -0.86 2.23
H 3.43 1.66 1.90
H 2.31 0.84 0.97
H 3.42 2.32 -0.66
H 4.24 0.74 -0.85
H 7.16 2.97 -0.99
H 6.36 1.58 -1.76
H 5.55 3.25 -1.77
H 4.68 4.22 0.37
H 4.66 3.29 1.85
H 6.15 3.96 1.23
H 7.60 -0.75 2.25
H 6.83 -1.23 0.75
H 6.12 -1.89 2.29
H 8.12 0.90 0.78
C -0.27 -3.65 4.20
C 0.29 -2.21 4.26
C -0.84 -1.21 4.03
C -0.47 0.26 4.32
C 0.04 0.40 5.74
C 1.20 -0.55 6.08
N 0.76 -1.94 5.63
O 1.77 -2.91 6.02
C 2.58 -0.07 5.35
C 1.46 -0.69 7.57
C 1.40 -2.17 3.23
H 0.53 -4.29 4.62
H -0.32 -3.85 3.14
H -1.20 -3.83 4.65
H -1.34 -1.27 3.08
H -1.67 -1.50 4.74
H -1.39 0.81 4.26
H 0.27 0.64 3.60
H -0.78 0.23 6.47
H 0.40 1.43 5.84
H 2.48 0.52 4.40
H 3.11 0.57 6.03
H 3.24 -0.90 5.03
H 1.24 0.18 8.16
H 0.70 -1.38 7.98
H 2.46 -1.07 7.86
H 1.02 -2.46 2.26
H 2.15 -2.89 3.48
H 1.95 -1.22 3.03
H 1.24 -3.52 6.55
C 2.32 -5.20 0.73
C 3.30 -4.44 -0.29
C 4.63 -4.34 0.47
C 5.81 -3.88 -0.38
C 5.94 -4.78 -1.62
C 4.73 -4.95 -2.48
N 3.58 -5.33 -1.51
O 2.32 -5.54 -2.23
C 4.37 -3.63 -3.26
C 4.93 -6.06 -3.54
C 2.64 -3.07 -0.56
H 1.30 -5.20 0.41
H 2.31 -4.60 1.67
H 2.67 -6.16 1.04
H 4.48 -3.71 1.35
H 4.91 -5.36 0.83
H 6.78 -3.95 0.14
H 5.66 -2.82 -0.67
H 6.44 -5.73 -1.37
H 6.64 -4.32 -2.33
H 5.04 -3.51 -4.11
H 3.36 -3.73 -3.61
H 4.48 -2.73 -2.67
H 5.28 -6.96 -3.04
H 4.01 -6.36 -3.99
H 5.67 -5.72 -4.26
H 1.77 -3.21 -1.19
H 3.31 -2.39 -1.03
H 2.41 -2.59 0.37
H 1.97 -6.36 -1.87
C -1.64 -1.01 -1.60
C -1.53 -1.21 -0.06
C -0.54 -0.18 0.43
C -1.06 1.25 0.57
C -2.44 1.20 1.28
C -3.51 0.32 0.66
N -2.86 -1.02 0.63
O -3.79 -2.06 0.36
C -4.74 0.20 1.56
C -3.94 0.94 -0.68
C -1.11 -2.62 0.20
H -1.73 0.04 -1.86
H -2.48 -1.52 -2.09
H -0.81 -1.43 -2.15
H -0.11 -0.48 1.38
H 0.37 -0.22 -0.23
H -1.19 1.73 -0.40
H -0.47 1.91 1.23
H -2.82 2.23 1.38
H -2.29 0.81 2.31
H -4.49 -0.42 2.45
H -5.11 1.20 1.80
H -5.63 -0.28 1.13
H -4.73 0.36 -1.22
H -4.35 1.95 -0.46
H -3.12 1.09 -1.39
H -0.09 -2.88 -0.08
H -1.67 -3.42 -0.27
H -1.23 -2.87 1.24
H -4.06 -1.93 -0.57
```

Computed properties:
E: -3392.999979 Eh
F_max: 2.80 eV/A
orbital gap: 8.61 eV
relative energy (zero: lowest compared OMol25 entry of this formula, charge and spin): 140.70 kcal/mol
SMILES: CC1(C)CCCC(C)(C)N1O.CC1(C)CCCC(C)(C)N1O.CC1(C)CCCC(C)(C)N1O.CC1(C)CCCC(C)(C)N1O.CC1(C)CCCC(C)(C)N1O.CC(C)O.CC(C)O.CC(C)O.CC(C)O.CC(C)O
highest occupied orbital energy: -8.40 eV